Version 1
The molecule C3H3NO3, computed with the ωB97M-V functional and the def2-TZVPD basis.

Geometry as ORCA input:
```
! RIJCOSX wB97M-V def2-TZVPD def2/J DEFGRID3
* xyz 0 1
C 1.15637 -0.35592 -1.21771
C -0.11552 -0.08790 -0.60161
C 2.42555 -0.20025 -0.92858
N 0.06216 0.34885 1.73444
O 3.56474 -0.08759 -0.74356
O -0.54342 0.20862 0.57450
O -0.97356 0.62793 2.64351
H 1.04138 -0.73771 -2.22741
H -0.96124 -0.15875 -1.26851
H -0.50452 0.87823 3.44583
*
```

Output
LUMO (alpha / beta) (eV): 0.50 / 0.47
Orbital gap (alpha / beta) (eV): 8.658 / 7.436

---

Version 2
The molecule C3H3NO3, computed with the ωB97M-V functional and the def2-TZVPD basis.

Geometry as ORCA input:
```
! RIJCOSX wB97M-V def2-TZVPD def2/J DEFGRID3
* xyz 0 1
N -1.13626 1.26697 -0.76002
C -0.39262 0.39024 -0.23273
O 0.97012 0.55891 -0.22588
C 1.85711 -0.34305 0.30330
O 3.02676 -0.11662 0.28294
C -1.41007 -0.69332 0.28570
O -1.30821 -1.73355 0.87110
H -0.66801 2.06565 -1.16388
H 1.37273 -1.23413 0.71882
H -2.31155 -0.16110 -0.07935
*
```

Output
LUMO (eV): -0.34
SMILES: [H]/N=C(/C=O)OC=O
Orbital gap (eV): 10.525

---

version 2 is favored, and the nearest alternative lies 110.4 kcal/mol above it.

---

Version 1
The molecule C3H3NO3, computed with the ωB97M-V functional and the def2-TZVPD basis.

Geometry as ORCA input:
```
! RIJCOSX wB97M-V def2-TZVPD def2/J DEFGRID3
* xyz 0 1
N 1.49836 0.07830 0.96147
C 0.44293 0.36583 0.34629
O 0.22546 0.18857 -1.01280
C -0.35047 -0.98845 -1.37129
O -0.53846 -1.90837 -0.62939
C -0.69034 1.02925 1.08322
O -1.68938 1.41665 0.53691
H 2.18274 -0.36653 0.34740
H -0.59280 -0.95442 -2.43937
H -0.49807 1.12619 2.16595
*
```

Output
LUMO (eV): -0.42
SMILES: [H]/N=C(/C=O)OC=O
Orbital gap (eV): 10.355

---

Version 2
A structure of composition C3H3NO3, computed with the ωB97M-V functional and the def2-TZVPD basis.

Geometry as ORCA input:
```
! RIJCOSX wB97M-V def2-TZVPD def2/J DEFGRID3
* xyz 0 1
C -0.51550 -0.22957 -0.45544
C -0.00662 0.85422 0.31053
O -0.34113 2.11820 0.38174
O -1.06899 -1.33233 0.20605
C 1.38660 -0.63252 -0.03428
O 1.18825 0.54694 0.77759
N 2.11581 -1.53800 -0.18965
H -1.27475 2.23087 0.15228
H -0.41529 -2.04909 0.20883
H -1.06839 0.03128 -1.35766
*
```

Output
LUMO (eV): -0.66
Orbital gap (eV): 7.975

---

Version 3
The molecule C3H3NO3, computed with the ωB97M-V functional and the def2-TZVPD basis.

Geometry as ORCA input:
```
! RIJCOSX wB97M-V def2-TZVPD def2/J DEFGRID3
* xyz 0 1
C -0.82375 0.62255 0.07732
C 0.65475 0.53570 0.01298
C 1.26631 -0.83699 -0.01492
H -3.26904 -1.08420 0.03781
H -1.24793 1.64111 0.28001
H 0.58850 -1.71451 -0.09536
N -1.49734 -0.45412 -0.04030
O -2.85439 -0.22394 -0.02122
O 1.35744 1.50145 -0.06918
O 2.47520 -0.97640 0.04131
*
```

Output
LUMO (eV): -1.04
SMILES: O=CC(=O)/C=N/O
Orbital gap (eV): 8.996

---

version 1 is favored, and the nearest alternative lies 44.0 kcal/mol above it.

---

Version 1
The molecule C3H3NO3, computed with the ωB97M-V functional and the def2-TZVPD basis.

Geometry as ORCA input:
```
! RIJCOSX wB97M-V def2-TZVPD def2/J DEFGRID3
* xyz 0 1
C 2.23897 0.96000 0.48878
C 0.78111 1.16310 0.70857
C 3.20432 -0.37235 -0.15800
N -0.05994 0.03429 0.23546
O 2.25592 -1.05406 -0.38420
O 4.36944 -0.16469 -0.23721
O 1.70580 1.73987 -0.33427
H -0.72093 -0.11126 0.97716
H 0.54166 -0.75793 -0.15145
H -0.71457 0.30713 -0.50428
*
```

Output
LUMO (eV): -0.06
SMILES: [NH3+]C1=C(C(=O)[O-])O1
Orbital gap (eV): 8.751

---

Version 2
The molecule C3H3NO3, computed with the ωB97M-V functional and the def2-TZVPD basis.

Geometry as ORCA input:
```
! RIJCOSX wB97M-V def2-TZVPD def2/J DEFGRID3
* xyz 0 1
C 1.11334 0.01470 0.14034
C -0.92184 -1.03600 0.29873
C 0.04426 1.12531 0.14530
H -1.45494 -1.91964 0.04852
H -0.97760 -1.04573 1.48436
H 0.62192 2.07442 -0.00347
N -1.17550 1.25777 -0.16125
O 2.34328 0.09387 0.05886
O 0.45498 -1.07007 -0.44598
O -1.72020 -0.09099 -0.10124
*
```

Output
LUMO (eV): -0.54
SMILES: O=C1C=NOCO1
Orbital gap (eV): 10.666

---

version 2 is favored, and the nearest alternative lies 34.9 kcal/mol above it.

---

Version 1
A cluster of 10 separate species, ClH18O9 in total, computed with the ωB97M-V functional and the def2-TZVPD basis.

Geometry as ORCA input:
```
! RIJCOSX wB97M-V def2-TZVPD def2/J DEFGRID3
* xyz -1 1
Cl -0.09152 0.12544 -0.00772
O -0.33543 -2.67796 -1.63501
H -0.50687 -3.36042 -0.98609
H -0.44106 -1.85728 -1.15381
O -2.23002 -1.30035 2.27581
H -1.88317 -1.79927 3.01541
H -1.57030 -1.39894 1.58931
O -2.71513 0.90670 -2.37627
H -2.14701 0.73805 -1.62459
H -3.58920 1.00606 -1.99895
O 1.31259 1.13090 2.76609
H 1.73490 1.98833 2.81809
H 0.98956 1.07663 1.86668
O 1.14862 -2.16931 2.31442
H 0.80397 -1.54447 1.67644
H 1.81389 -1.67797 2.79632
O 1.56915 2.99061 -0.84534
H 1.62099 3.14836 -1.78803
H 0.96360 2.25445 -0.75815
O -1.15866 3.11772 1.79240
H -1.05301 2.22864 1.45386
H -1.90315 3.47262 1.30658
O 2.52134 -1.62483 -0.72224
H 1.79732 -1.00970 -0.60544
H 2.20301 -2.24914 -1.37427
O 0.39791 -0.31098 -3.60377
H 0.10493 0.01738 -2.75372
H 0.64274 -1.22136 -3.43795
*
```

Output
LUMO (eV): 3.11
Orbital gap (eV): 10.308

---

Version 2
A cluster of 10 separate species, ClH18O9 in total, computed with the ωB97M-V functional and the def2-TZVPD basis.

Geometry as ORCA input:
```
! RIJCOSX wB97M-V def2-TZVPD def2/J DEFGRID3
* xyz -1 1
Cl -0.14653 0.04211 -0.11232
O -2.31396 1.49937 2.17145
H -1.57186 0.95013 1.88680
H -3.08677 1.02273 1.85046
O -3.24594 1.53681 -1.38058
H -2.38274 1.22861 -1.07128
H -3.60913 0.77043 -1.83620
O -0.11279 3.37904 -0.68786
H 0.73600 3.32785 -1.13961
H -0.28607 2.46089 -0.42734
O -0.73617 -0.74107 -3.32192
H -0.64921 -0.16847 -2.54361
H -0.53397 -1.61439 -2.97369
O 2.62543 0.88390 1.57564
H 1.88217 0.81579 0.94668
H 2.42560 1.67405 2.08767
O 2.97685 0.32368 -1.54619
H 3.44265 0.10034 -0.73240
H 2.04196 0.24997 -1.29795
O -2.18602 -2.19880 1.53389
H -1.36349 -1.82924 1.17781
H -2.19707 -1.89460 2.44715
O 1.25417 -1.69742 2.47298
H 2.04459 -1.19455 2.70126
H 0.84573 -1.12478 1.80791
O 1.64273 -2.78853 -0.96983
H 0.90525 -2.22544 -0.68804
H 1.59860 -2.78843 -1.93090
*
```

Output
LUMO (eV): 3.07
Orbital gap (eV): 10.544

---

Version 3
A structure of composition ClH18O9, computed with the ωB97M-V functional and the def2-TZVPD basis.

Geometry as ORCA input:
```
! RIJCOSX wB97M-V def2-TZVPD def2/J DEFGRID3
* xyz -1 1
Cl 0.05480 -0.14460 -0.04463
O -1.98695 0.11624 1.56772
H -2.06421 0.99190 1.94652
H -1.34083 0.21354 0.86820
O 0.24585 -0.17578 2.38102
H 0.54810 -1.08088 2.45628
H 0.16654 -0.02681 1.43882
O 0.00715 2.33489 0.73432
H -0.15539 1.44391 1.04410
H 0.92380 2.50177 0.95369
O 2.29472 0.62841 0.79991
H 1.61223 0.24486 0.24915
H 2.79099 -0.12271 1.12511
O 2.08476 -1.41640 -0.62457
H 1.26124 -0.94487 -0.49930
H 2.19775 -1.92035 0.18135
O -0.59635 1.97689 -1.18600
H 0.00314 1.99927 -0.44012
H -0.89562 1.06857 -1.22620
O 0.19029 -0.02150 -2.53187
H -0.72835 -0.27942 -2.45576
H 0.63923 -0.53067 -1.85702
O -0.17132 -2.62923 -0.02629
H 0.08228 -1.70914 -0.09940
H -0.98166 -2.69569 -0.53142
O -1.96705 0.14372 -1.77753
H -2.84048 0.11120 -1.38725
H -1.37467 -0.07711 -1.05882
*
```

Output
LUMO (eV): 3.29
Orbital gap (eV): 8.315

---

version 2 is favored, and the nearest alternative lies 3.3 kcal/mol above it.

---

Version 1
The molecule C3HN3O2, computed with the ωB97M-V functional and the def2-TZVPD basis.

Geometry as ORCA input:
```
! RIJCOSX wB97M-V def2-TZVPD def2/J DEFGRID3
* xyz 0 1
C -0.53395 -0.28600 -0.53161
C 0.31342 0.33133 0.45543
C 1.50815 0.94024 -0.04891
H 0.36655 -0.14103 -2.23403
N -1.41833 -0.98489 0.06361
N -0.02157 -0.09437 1.68030
N 2.37203 1.49404 -0.77724
O -0.68211 -0.26770 -1.83362
O -1.14503 -0.81678 1.36084
*
```

Output
LUMO (eV): -1.00
SMILES: N#Cc1nonc1O
Orbital gap (eV): 9.979

---

Version 2
The molecule C3HN3O2, computed with the ωB97M-V functional and the def2-TZVPD basis.

Geometry as ORCA input:
```
! RIJCOSX wB97M-V def2-TZVPD def2/J DEFGRID3
* xyz 0 1
C -0.74798 0.59251 0.95931
C 1.11788 -0.38616 -0.05491
C -0.23956 0.05183 -0.24884
H -1.80785 1.04337 0.99632
N 0.22917 0.74834 1.73098
N -1.02327 -0.77294 -2.43127
N -0.73755 -0.33781 -1.39298
O 1.29367 -0.09474 1.21477
O 1.91549 -0.84438 -0.77338
*
```

Output
LUMO (eV): -0.64
Orbital gap (eV): 9.032

---

version 2 is favored, and the nearest alternative lies 24.2 kcal/mol above it.

---

Version 1
The ion C3H7NOPS with charge -1, computed with the ωB97M-V functional and the def2-TZVPD basis.

Geometry as ORCA input:
```
! RIJCOSX wB97M-V def2-TZVPD def2/J DEFGRID3
* xyz -1 1
C -1.16792 -0.06338 -0.28647
C -0.43943 1.19084 0.21813
C -0.59455 -1.44583 0.37917
N 2.10521 0.25539 0.54340
O 3.33585 0.21016 0.50691
P 1.29911 1.38040 -0.58247
S 1.08779 -1.76036 -0.30332
H -2.22067 0.03283 -0.10928
H -1.21575 -0.20316 -1.38535
H -1.09988 2.10985 -0.03824
H -0.54365 1.12670 1.24299
H -0.42640 -1.17640 1.44226
H -1.08360 -2.44524 0.16354
H 0.96389 0.78820 -1.79127
*
```

Output
LUMO (alpha / beta) (eV): 4.01 / 4.01
SMILES: O=NPCCC[S-]
Orbital gap (alpha / beta) (eV): 6.807 / 6.810

---

Version 2
The ion C3H7NOPS with charge -1, computed with the ωB97M-V functional and the def2-TZVPD basis.

Geometry as ORCA input:
```
! RIJCOSX wB97M-V def2-TZVPD def2/J DEFGRID3
* xyz -1 1
C 0.89857 -0.95950 0.07949
C -0.31329 -0.91942 0.99101
C 1.28010 0.50113 -0.33195
N -1.00347 1.81914 -0.63168
O -1.94799 2.45802 -1.12170
P -1.90981 0.19262 0.51734
S 0.25245 0.90232 -1.76851
H 1.68750 -1.56661 0.56594
H 0.74049 -1.65667 -0.76098
H -0.66945 -1.87096 1.36847
H -0.21402 -0.20824 1.88615
H 1.07387 1.11874 0.53447
H 2.26576 0.49329 -0.59242
H -2.14073 -0.30386 -0.73562
*
```

Output
LUMO (alpha / beta) (eV): 3.77 / 3.78
SMILES: [O-]N1PCCCS1
Orbital gap (alpha / beta) (eV): 5.727 / 5.664

---

version 1 is favored, and the nearest alternative lies 9.3 kcal/mol above it.

---

Version 1
A cluster of 2 separate species, C2H7N4 in total, computed with the ωB97M-V functional and the def2-TZVPD basis.

Geometry as ORCA input:
```
! RIJCOSX wB97M-V def2-TZVPD def2/J DEFGRID3
* xyz 1 1
C 1.83289 0.74559 0.72397
C 1.47168 0.08908 -0.36539
N -3.69663 0.45452 0.98962
N -2.87498 0.35711 0.20610
N -1.93183 0.09948 -0.53317
N 0.59059 -1.01703 -0.16257
H 2.43599 1.71935 0.85312
H 1.22852 0.54238 1.56638
H 1.96718 0.18333 -1.39544
H -1.74233 0.46486 -1.45672
H 0.38495 -1.48426 -1.04221
H -0.50461 -0.50573 -0.05029
H 0.83858 -1.64868 0.66660
*
```

Output
LUMO (eV): -3.57
Orbital gap (eV): 11.325

---

Version 2
A structure of composition C2H7N4, computed with the ωB97M-V functional and the def2-TZVPD basis.

Geometry as ORCA input:
```
! RIJCOSX wB97M-V def2-TZVPD def2/J DEFGRID3
* xyz 1 1
C 0.62994 1.05144 -0.32018
C -0.30735 -0.30266 -0.45008
N 1.75919 0.63227 0.33958
N 1.96614 -0.48499 0.53272
N 0.51584 -1.34344 -0.12693
N -1.25115 -0.25925 0.70590
H 0.95160 1.42114 -1.35050
H 0.15763 1.97522 0.17489
H -0.96469 -0.24519 -1.43398
H 0.86124 -1.89731 -0.84084
H -1.92264 -0.99830 0.54175
H -1.61719 0.73651 0.63286
H -0.77856 -0.28543 1.59483
*
```

Output
LUMO (eV): -3.75
Orbital gap (eV): 10.616

---

Version 3
A cluster of 2 separate species, C2H7N4 in total, computed with the ωB97M-V functional and the def2-TZVPD basis.

Geometry as ORCA input:
```
! RIJCOSX wB97M-V def2-TZVPD def2/J DEFGRID3
* xyz 1 1
C 0.21052 -1.26120 -0.00805
C 0.56811 0.08663 -0.50182
N 3.40417 0.17221 -0.53839
N 3.19430 -0.63204 0.34464
N 2.37419 0.52028 0.34216
N -0.14206 1.23459 0.08968
H -0.65610 -1.66362 -0.53832
H 0.00866 -1.26315 1.06037
H 1.03583 -1.95170 -0.19367
H 0.79435 0.20293 -1.55177
H -0.75823 0.91970 0.85201
H -0.69575 1.75703 -0.60314
H 0.56775 1.87016 0.49634
*
```

Output
LUMO (eV): -4.05
Orbital gap (eV): 9.947

---

Version 4
The ion C2H7N4 with charge +1, computed with the ωB97M-V functional and the def2-TZVPD basis.

Geometry as ORCA input:
```
! RIJCOSX wB97M-V def2-TZVPD def2/J DEFGRID3
* xyz 1 1
C -1.17056 0.04663 -0.08416
C -0.20159 1.16549 0.10607
N -2.38421 0.19568 -0.06139
N -0.30977 -1.14539 -0.08156
N 1.06566 0.75674 -0.36084
N 1.16192 -0.57473 0.08487
H -0.46920 2.23511 -0.28775
H -0.15639 1.43605 1.25640
H -3.07779 -0.58428 -0.37594
H -0.20661 -1.90899 -0.85090
H 1.04515 0.76943 -1.45544
H 1.32823 -0.65361 1.15185
H 1.84756 -1.29221 -0.26260
*
```

Output
LUMO (eV): -4.01
SMILES: [H]/N=C1/CN[NH2+]N1
Orbital gap (eV): 10.371

---

version 2 is favored, and the nearest alternative lies 8.9 kcal/mol above it.

---

Version 1
A cluster of 2 separate species, C2H2BrN3 in total, computed with the ωB97M-V functional and the def2-TZVPD basis.

Geometry as ORCA input:
```
! RIJCOSX wB97M-V def2-TZVPD def2/J DEFGRID3
* xyz 0 1
C -0.50966 -1.97662 0.41813
C -1.29672 0.23298 0.03633
N -0.44046 -3.12693 0.45013
N -1.90167 1.24255 -0.03701
N -0.59784 -0.73622 0.24951
Br 3.02707 1.38344 0.14561
H -1.91059 2.21782 -0.26239
H 3.62987 0.76298 -1.00031
*
```

Output
LUMO (eV): 0.34
SMILES: N#CN=C=N.Br
Orbital gap (eV): 10.418

---

Version 2
A cluster of 2 separate species, C2H2BrN3 in total, computed with the ωB97M-V functional and the def2-TZVPD basis.

Geometry as ORCA input:
```
! RIJCOSX wB97M-V def2-TZVPD def2/J DEFGRID3
* xyz 0 1
C -0.46740 -1.50558 -0.13012
C -1.19301 0.62696 0.39968
N 0.23371 -2.39401 -0.31096
N -1.29264 -0.53183 0.04590
N -1.32957 1.78706 0.61798
Br 2.19741 0.36547 -0.52159
H -0.70200 2.49930 0.98491
H 2.55349 -0.84737 -1.08580
*
```

Output
LUMO (eV): 0.40
SMILES: N#CN=C=N.Br
Orbital gap (eV): 10.641

---

version 2 is favored, and the nearest alternative lies 5.0 kcal/mol above it.